{
  "formula": "C11H11Cl4NO2",
  "method": "ωB97M-V/def2-TZVPD",
  "elements": ["O", "C", "C", "O", "C", "Cl", "C", "Cl", "C", "Cl", "C", "Cl", "C", "C", "C", "C", "C", "N", "H", "H", "H", "H", "H", "H", "H", "H", "H", "H", "H"],
  "xyz": [[1.301, 1.204, 4.009], [1.398, 0.370, 3.113], [1.127, -1.129, 3.413], [1.107, -1.541, 4.566], [0.895, -1.984, 2.247], [0.285, -3.536, 2.577], [1.232, -1.587, 0.972], [1.015, -2.674, -0.347], [1.736, -0.264, 0.727], [2.764, -0.026, -0.647], [1.723, 0.695, 1.733], [2.018, 2.344, 1.403], [0.341, 0.897, -2.922], [-0.268, 0.115, -1.780], [-1.752, -0.220, -1.965], [-2.432, 0.110, -0.627], [-1.423, 0.945, 0.174], [-0.132, 0.718, -0.464], [0.238, 0.314, -3.845], [-0.185, 1.853, -3.035], [1.405, 1.084, -2.751], [0.265, -0.836, -1.669], [-2.174, 0.391, -2.771], [-1.862, -1.279, -2.222], [-3.367, 0.656, -0.783], [-2.645, -0.812, -0.073], [-1.698, 2.018, 0.166], [-1.380, 0.635, 1.228], [0.466, 1.537, -0.427]],
  "atomic_forces_ev_per_a": [[0.2666, -1.3490, -1.2299], [-0.6615, 0.9414, 1.1319], [0.2023, 0.2169, 1.9731], [-0.0345, 0.6487, -1.9317], [0.3303, -0.1565, -1.7453], [-0.0869, -0.2160, 0.0017], [-0.9158, -1.5218, 1.7111], [0.2236, 0.0838, 0.3925], [1.0925, 2.1612, 1.3081], [-0.3504, -0.0687, 0.1416], [0.1571, -1.1180, -0.7944], [0.3218, 0.1216, -0.0935], [-0.1058, 0.1302, -0.0289], [0.3461, -0.9699, 0.0009], [-0.0780, 0.2613, 0.0051], [-0.0372, -0.3032, 0.2365], [-0.1256, 0.5050, 0.0170], [-0.2931, 0.5890, 0.0148], [0.0249, 0.2066, 0.0792], [0.1341, -0.0844, -0.1140], [-0.1763, 0.0489, -0.0849], [-0.0438, 0.2057, -0.6880], [0.0456, -0.1782, 0.0658], [-0.1381, 0.2575, -0.0915], [0.1094, -0.1942, 0.1643], [-0.1237, 0.1732, -0.1477], [0.1364, -0.3936, 0.0198], [-0.0281, 0.0589, -0.0696], [-0.1920, -0.0564, -0.2439]],
  "smiles": "O=C1C(=O)C(Cl)=C(Cl)C(Cl)=C1Cl.C[C@@H]1CCCN1",
  "fmax_ev_per_a": 2.75,
  "gap_ev": 6.423,
  "relative_energy_kcal_mol": 14.3,
  "energy_ha": -2471.69339,
  "homo_ha": -0.316,
  "lumo_energy_ev": -2.189
}

---

{
  "formula": "C11H11F4NO3",
  "method": "ωB97M-V/def2-TZVPD",
  "elements": ["O", "C", "C", "F", "C", "F", "C", "O", "C", "F", "C", "F", "N", "C", "C", "C", "C", "C", "O", "H", "H", "H", "H", "H", "H", "H", "H", "H", "H", "H"],
  "xyz": [[-0.306, -2.810, 1.080], [-0.227, -1.579, 1.224], [0.981, -0.907, 1.659], [2.060, -1.669, 1.943], [1.033, 0.424, 1.968], [2.176, 1.022, 2.374], [-0.135, 1.296, 1.790], [-0.063, 2.527, 1.998], [-1.371, 0.631, 1.496], [-2.504, 1.298, 1.860], [-1.458, -0.722, 1.060], [-2.588, -1.417, 1.500], [-1.631, -1.043, -0.488], [-2.761, -0.230, -1.033], [-3.848, -1.194, -1.382], [-3.116, -2.487, -1.786], [-1.806, -2.459, -1.037], [-0.628, -2.777, -1.993], [0.501, -2.005, -1.550], [-0.728, -0.729, -0.896], [-2.409, 0.166, -2.000], [-3.012, 0.622, -0.384], [-4.416, -0.845, -2.242], [-4.528, -1.384, -0.544], [-2.903, -2.461, -2.878], [-3.647, -3.417, -1.557], [-1.745, -3.246, -0.251], [-0.872, -2.549, -3.065], [-0.469, -3.888, -1.915], [1.300, -2.274, -2.076]],
  "atomic_forces_ev_per_a": [[0.6221, 2.4874, 0.7351], [0.6735, -2.5580, 1.5519], [1.5823, 1.1160, 1.0597], [-0.4889, 0.0737, -0.4531], [1.3686, -0.9703, -0.7598], [-1.4197, -1.0465, -0.3906], [-2.0711, 1.7778, 0.1832], [0.3603, -1.6300, -0.0601], [1.2352, -0.0768, 0.2163], [-0.3120, -0.0427, -0.7185], [-0.7170, -0.9835, 0.4791], [0.2782, 0.2847, 0.2836], [-0.2155, 0.7640, -1.5018], [0.5209, 0.8017, -1.2609], [-0.9722, -1.0290, 0.1812], [-0.2192, 0.1909, -0.5431], [0.7640, -0.9583, 0.0247], [0.1805, -0.3724, -0.0842], [0.8738, -0.9821, -1.3081], [-0.6057, 0.0950, 0.2149], [0.0557, 0.2065, 0.4108], [0.1375, -0.5414, -0.0890], [-0.2279, 0.1885, 0.2324], [0.1274, 0.1232, -0.1481], [-0.2893, -0.0963, 0.6151], [-0.1553, 0.3614, -0.1307], [-0.3420, 1.3368, -0.3278], [0.1837, 0.0245, 0.8784], [0.1868, 0.9935, -0.1114], [-1.1148, 0.4617, 0.8209]],
  "smiles": "O=C1C(F)=C(F)C([O-])=C(F)[C@@]1(F)[N@@H+]1CCC[C@H]1CO",
  "fmax_ev_per_a": 3.07,
  "gap_ev": 6.603,
  "relative_energy_kcal_mol": 6.7,
  "energy_ha": -1105.56117,
  "homo_ha": -0.279,
  "lumo_energy_ev": -0.980
}

---

{
  "formula": "C11H11F6MnN5O10S2",
  "method": "ωB97M-V/def2-TZVPD",
  "elements": ["Mn", "F", "C", "F", "F", "S", "O", "O", "N", "S", "O", "O", "C", "F", "F", "F", "N", "C", "C", "N", "H", "H", "H", "H", "H", "H", "H", "H", "O", "C", "O", "C", "C", "C", "C", "C", "C", "N", "O", "O", "N", "O", "O", "H", "H", "H"],
  "xyz": [[-0.863, -0.430, -0.057], [-0.854, -0.327, 3.278], [-1.556, 0.754, 3.619], [-2.361, 0.450, 4.617], [-0.723, 1.712, 3.978], [-2.551, 1.229, 2.096], [-1.570, 1.009, 0.999], [-2.991, 2.559, 2.226], [-3.695, 0.178, 2.046], [-3.801, -1.180, 1.265], [-2.524, -1.540, 0.636], [-4.897, -1.238, 0.370], [-3.962, -2.443, 2.641], [-4.051, -3.660, 2.134], [-4.978, -2.213, 3.443], [-2.830, -2.340, 3.327], [-0.209, -1.850, -1.575], [-1.212, -1.882, -2.664], [-1.530, -0.442, -3.054], [-2.010, 0.254, -1.845], [0.703, -1.610, -1.981], [-0.114, -2.787, -1.169], [-2.114, -2.370, -2.283], [-0.838, -2.442, -3.528], [-2.276, -0.423, -3.856], [-0.627, 0.075, -3.398], [-2.973, -0.031, -1.651], [-2.025, 1.260, -2.017], [2.305, -1.025, 2.417], [1.820, -0.565, 1.421], [0.639, -0.851, 0.951], [2.610, 0.376, 0.519], [1.962, 1.027, -0.518], [2.676, 1.760, -1.452], [4.047, 1.925, -1.323], [4.674, 1.310, -0.246], [3.987, 0.521, 0.666], [6.134, 1.475, -0.100], [6.650, 0.897, 0.818], [6.671, 2.169, -0.922], [1.946, 2.287, -2.596], [0.839, 1.806, -2.777], [2.478, 3.108, -3.284], [0.865, 0.980, -0.608], [4.618, 2.507, -2.037], [4.511, 0.024, 1.474]],
  "atomic_forces_ev_per_a": [[0.4000, -0.7102, -0.5108], [-0.0630, 0.0057, 0.0241], [0.2159, -0.2753, -0.0142], [-0.1290, 0.1883, -0.1525], [-0.2256, 0.1164, -0.2411], [-0.4616, -0.7622, 1.0884], [0.8704, 0.0571, -0.8323], [-0.0537, 0.2823, -0.0469], [-0.0367, -0.0584, -0.0198], [-0.2687, 0.5489, 0.2571], [1.1613, -0.3036, -0.4134], [-0.4588, -0.1087, 0.0822], [0.3361, -0.1215, 0.2753], [-0.0827, 0.2180, -0.2808], [-0.0854, 0.2595, -0.3676], [0.0920, -0.0119, 0.1017], [-0.1028, 0.3099, 0.5334], [-0.3691, 0.3307, -0.4058], [0.2726, -0.5216, -0.2822], [0.1354, -0.1149, 0.7891], [-0.1971, 0.0575, 0.4183], [0.0816, 0.3509, 0.0863], [0.1398, -0.0290, -0.0596], [-0.0932, 0.0370, 0.1889], [0.1256, 0.0558, 0.1339], [-0.1682, -0.0905, 0.0010], [0.0478, 0.1310, 0.0330], [0.0461, -0.0790, 0.2569], [-0.4374, -0.0514, -0.2364], [1.8206, 0.9600, 0.0688], [-2.3529, -0.6435, -0.4975], [-0.2400, -0.0756, -0.0290], [-0.4134, -0.0964, -0.0187], [0.4647, -0.3842, 0.8554], [-0.0711, 0.1253, -0.1169], [-0.7745, -0.1544, -0.0431], [0.0778, 0.1508, -0.0825], [-0.6197, -0.0896, -0.1217], [0.4177, -0.2164, 0.4359], [0.5125, 0.3512, -0.3273], [0.3056, -0.0560, 0.1636], [-0.6411, -0.0006, -0.2972], [0.0728, 0.2855, -0.2826], [0.8224, 0.1712, -0.1335], [-0.0482, -0.0597, 0.0590], [-0.0248, 0.0215, -0.0389]],
  "fmax_ev_per_a": 2.49,
  "gap_ev": [6.577, 8.630],
  "energy_ha": -3998.13593,
  "multiplicity": 5,
  "total_charge": 1,
  "homo_ha": [-0.503, -0.505],
  "lumo_energy_ev": [-7.114, -5.114],
  "s_squared": 6.068
}

---

{
  "formula": "C11H11F8N2O2",
  "method": "ωB97M-V/def2-TZVPD",
  "elements": ["C", "C", "C", "C", "C", "C", "O", "N", "N", "H", "H", "H", "H", "H", "H", "H", "C", "C", "C", "F", "F", "F", "F", "O", "C", "C", "F", "F", "F", "F", "H", "H", "H", "H"],
  "xyz": [[6.670, 2.333, -0.251], [5.700, 3.109, -0.821], [4.349, 2.544, -0.794], [3.985, 1.277, -1.311], [2.693, 0.898, -1.162], [1.794, 1.779, -0.496], [0.509, 1.392, -0.332], [2.119, 2.956, -0.050], [3.407, 3.280, -0.229], [6.820, 1.321, -0.629], [7.257, 2.655, 0.605], [5.911, 4.048, -1.329], [4.720, 0.651, -1.794], [2.317, -0.053, -1.515], [0.418, 0.980, 0.544], [3.657, 4.200, 0.120], [-3.947, -0.519, 0.273], [-2.576, -0.543, 0.964], [-1.415, -1.229, 0.244], [-1.638, -2.529, 0.021], [-0.295, -1.129, 1.028], [-2.700, -1.038, 2.208], [-2.181, 0.766, 1.088], [-4.899, -1.488, 0.649], [-4.926, -2.741, 0.087], [-4.619, -3.847, 1.108], [-3.430, -3.628, 1.706], [-4.559, -5.029, 0.462], [-4.118, -2.817, -0.989], [-6.185, -2.955, -0.345], [-4.392, 0.423, 0.593], [-3.844, -0.450, -0.812], [-1.200, -0.735, -0.708], [-5.401, -3.883, 1.868]],
  "atomic_forces_ev_per_a": [[-0.4816, -0.0125, -0.3070], [0.4653, -0.4036, -0.0407], [0.5564, -0.5640, -1.7224], [-0.1821, 0.0758, 0.4296], [0.0101, 0.0248, 0.0345], [-0.5959, -0.2710, 0.1099], [0.4414, -0.0300, 0.1275], [0.5023, -0.0972, -0.1091], [-0.1045, 0.1229, -0.1271], [-0.9694, -0.5864, 1.2976], [1.2554, 0.6038, -1.1207], [-0.4685, 0.9266, 1.5754], [0.0265, 0.0607, -0.0148], [-0.0233, 0.0477, -0.0530], [-0.3495, 0.0381, -0.0733], [-0.1088, 0.0062, 0.0408], [-0.3456, 0.4932, -0.4165], [-0.3038, -0.3055, 0.4629], [0.1871, -0.0160, -0.2883], [-0.0487, -0.0083, 0.1044], [-0.0060, 0.1504, 0.0037], [0.0944, 0.0026, -0.0102], [0.0788, 0.0160, -0.1821], [0.4132, -0.3067, 0.3959], [-0.1612, 0.3062, -0.2996], [-0.0682, -0.1287, 0.1210], [0.0332, 0.0320, -0.0586], [-0.0176, 0.0298, -0.0284], [0.0609, -0.0679, 0.0851], [0.0237, -0.0399, 0.0043], [0.0148, -0.0151, 0.0654], [0.1647, -0.1606, 0.0065], [-0.0701, 0.0514, 0.0116], [-0.0232, 0.0253, -0.0243]],
  "fmax_ev_per_a": 1.90,
  "gap_ev": 8.404,
  "energy_ha": -1484.32553,
  "total_charge": 1,
  "homo_ha": -0.491,
  "lumo_energy_ev": -4.959
}

---

{
  "formula": "C11H11NO",
  "method": "ωB97M-V/def2-TZVPD",
  "elements": ["C", "C", "C", "C", "C", "C", "C", "C", "C", "C", "C", "N", "O", "H", "H", "H", "H", "H", "H", "H", "H", "H", "H", "H"],
  "xyz": [[-1.145, 3.198, 0.109], [-2.243, 3.372, 0.906], [-0.606, 1.905, 0.367], [-1.402, 1.385, 1.345], [0.988, -2.296, -0.978], [1.148, -3.326, -0.146], [-0.766, -1.528, 0.335], [0.151, -1.165, -0.564], [0.598, 1.316, -0.286], [0.412, -3.352, 1.165], [0.267, 0.159, -1.252], [-2.404, 2.235, 1.647], [-0.821, -2.619, 1.046], [-0.745, 3.899, -0.598], [-2.905, 4.208, 1.008], [1.462, -2.257, -1.947], [1.797, -4.160, -0.360], [1.093, 2.109, -0.851], [1.299, 0.954, 0.470], [0.116, -4.365, 1.451], [1.030, -2.924, 1.974], [1.062, 0.086, -1.997], [-0.665, 0.392, -1.773], [-3.102, 2.089, 2.354]],
  "atomic_forces_ev_per_a": [[-0.2717, -0.1405, 0.0985], [0.0292, 0.3401, -0.2606], [0.4302, -0.2725, 0.2528], [0.0401, 0.0907, -0.2474], [0.2297, -0.2487, 0.6237], [-0.0760, -0.1087, -0.1624], [0.2948, 0.5979, -0.0484], [-0.4962, -0.3066, -0.1887], [0.0728, -0.1383, -0.2457], [0.5678, -0.0941, 0.0405], [-0.0739, 0.2859, 0.1653], [-0.3220, -0.0780, 0.5779], [-0.4987, -0.3594, 0.0647], [0.0431, 0.1756, -0.1231], [-0.1559, 0.0995, 0.0354], [0.1645, -0.0287, -0.0970], [0.0194, -0.1547, -0.1745], [0.0459, 0.0073, 0.0577], [0.0464, 0.0583, -0.0893], [0.0766, 0.1974, -0.0260], [-0.2279, 0.0465, -0.0696], [-0.0494, -0.0320, -0.0305], [0.0910, 0.0594, -0.1036], [0.0202, 0.0036, -0.0500]],
  "fmax_ev_per_a": 0.71,
  "gap_ev": [8.651, 6.520],
  "relative_energy_kcal_mol": 38.4,
  "energy_ha": -555.51689,
  "multiplicity": 3,
  "homo_ha": [-0.282, -0.284],
  "lumo_energy_ev": [0.982, -1.208],
  "s_squared": 2.016
}

---

{
  "formula": "C11H11NO3",
  "method": "ωB97M-V/def2-TZVPD",
  "elements": ["C", "C", "C", "C", "C", "C", "C", "C", "C", "C", "C", "N", "O", "O", "O", "H", "H", "H", "H", "H", "H", "H", "H", "H", "H", "H"],
  "xyz": [[0.710, -1.934, 1.941], [0.461, -0.870, 2.704], [0.047, -2.041, 0.554], [-0.307, 0.260, 2.250], [0.978, 0.415, -2.096], [0.473, 1.776, -1.562], [-1.023, 1.999, -1.167], [-1.358, 1.473, 0.288], [-0.301, -0.708, -0.143], [-0.618, 0.421, 0.972], [0.866, -0.708, -1.257], [1.459, -1.827, -1.359], [2.366, -2.263, -1.914], [1.551, 0.268, -3.143], [0.795, -2.810, -0.316], [1.272, -2.806, 2.264], [0.575, -0.977, 3.885], [-0.824, -2.559, 0.740], [-0.712, 1.017, 2.986], [1.001, 2.203, -0.704], [0.531, 2.448, -2.472], [-1.217, 3.020, -1.122], [-1.733, 1.488, -1.908], [-1.357, 2.311, 0.999], [-2.418, 1.225, 0.200], [-1.218, -0.820, -0.620]],
  "atomic_forces_ev_per_a": [[0.9984, -3.4046, -4.5250], [-3.0864, 5.8999, 5.4687], [1.6845, 1.2554, 1.3094], [2.2681, -1.8821, 6.3088], [0.8459, 1.1749, 0.1818], [-1.4234, 1.4199, -1.9452], [0.2770, -4.1527, 0.3336], [-1.0601, 1.8886, 0.5794], [2.7252, -0.2982, 2.2632], [0.5574, -1.6832, -8.6350], [-4.0079, 1.2922, 3.8963], [-2.0292, -0.7567, 3.0782], [2.4105, -1.4172, -2.0474], [0.2026, 0.8675, -1.2589], [1.3153, 0.0232, -1.6797], [-0.0295, 0.2150, -0.0577], [-0.0630, 0.4235, -2.6692], [-2.3805, -1.2996, 0.1402], [0.7763, -0.9948, -0.7247], [0.6806, -0.4209, -0.3785], [0.7311, -0.5788, 1.0594], [-0.3174, 1.7658, -0.3379], [1.0242, 0.8446, 0.9037], [-0.0828, 0.3238, -0.3005], [-0.3405, -0.3286, 0.3144], [-1.6763, -0.1766, -1.2774]],
  "fmax_ev_per_a": 8.82,
  "gap_ev": [5.840, 7.044],
  "relative_energy_kcal_mol": 28.6,
  "energy_ha": -705.90776,
  "multiplicity": 3,
  "homo_ha": [-0.214, -0.348],
  "lumo_energy_ev": [0.009, -2.420],
  "s_squared": 2.007
}